[1]
DFT (ωB97M-V/def2-TZVPD) results for a structure of composition C29H21AuO2PS.

- E (eV) = -58328.11635
- LUMO (eV) = 2.7
- frontier orbital gap (eV) = 7.03
- total charge = -1

Geometry as XYZ:
```
55
Properties=species:S:1:pos:R:3:nbo_charge:R:1
Au 0.351 1.051 -0.591 0.49
C -3.891 -5.250 -1.561 -0.22
C -3.513 -4.475 -2.651 -0.24
C -2.597 -3.449 -2.494 -0.15
C -2.031 -3.175 -1.249 -0.34
C -2.426 -3.958 -0.166 -0.20
C -3.343 -4.991 -0.314 -0.22
P -0.889 -1.770 -0.871 0.83
C -1.676 -0.560 -2.006 -0.34
C -2.784 0.148 -1.544 -0.21
C -3.448 1.042 -2.369 -0.21
C -3.008 1.250 -3.667 -0.21
C -1.902 0.555 -4.136 -0.22
C -1.244 -0.346 -3.312 -0.17
C 0.651 -2.298 -1.723 -0.33
C 0.696 -3.509 -2.368 -0.23
C 1.903 -4.054 -2.859 -0.23
C 3.068 -3.391 -2.646 -0.17
C 3.080 -2.160 -1.937 -0.10
C 4.323 -1.541 -1.666 -0.22
C 4.358 -0.385 -0.949 -0.22
C 3.156 0.216 -0.521 -0.28
C 1.908 -0.313 -0.787 -0.37
C 1.868 -1.568 -1.487 0.00
H -4.617 -6.044 -1.683 0.20
H -3.942 -4.673 -3.626 0.21
H -2.320 -2.847 -3.352 0.21
H -2.005 -3.750 0.812 0.22
H -3.632 -5.587 0.543 0.20
H -3.126 -0.002 -0.525 0.21
H -4.296 1.596 -1.988 0.21
H -3.509 1.972 -4.299 0.21
H -1.537 0.727 -5.141 0.21
H -0.362 -0.864 -3.673 0.21
H -0.206 -4.087 -2.499 0.21
H 1.887 -5.003 -3.380 0.20
H 4.013 -3.789 -2.999 0.20
H 5.229 -2.013 -2.029 0.19
H 5.305 0.090 -0.719 0.20
H 3.228 1.154 0.017 0.20
O -6.088 5.714 -0.246 -0.68
C -5.435 5.654 -1.438 0.77
O -5.942 6.165 -2.402 -0.60
C -4.122 4.959 -1.450 -0.21
C -3.596 4.262 -0.356 -0.20
C -2.347 3.680 -0.419 -0.26
C -1.552 3.779 -1.571 -0.11
S 0.069 3.136 -1.641 -0.36
C -2.106 4.444 -2.673 -0.26
C -3.357 5.023 -2.612 -0.16
H -5.538 5.314 0.436 0.48
H -4.154 4.130 0.567 0.18
H -1.959 3.128 0.429 0.22
H -1.527 4.499 -3.586 0.22
H -3.767 5.539 -3.471 0.23
```



[2]
DFT (ωB97M-V/def2-TZVPD) results for a structure of composition C29H21BBr2F4N3O4S2Zn at a distorted geometry.

- E (eV) = -264804.52876
- LUMO (eV) = 2.1
- frontier orbital gap (eV) = 7.34
- total charge = -1
- energy relative to the best compared isomer or geometry (same formula, charge and spin) (eV) = 0.319

Geometry as XYZ:
```
67
Properties=species:S:1:pos:R:3:nbo_charge:R:1
Zn -0.070 -0.026 0.354 1.73
C -2.429 2.565 -0.024 -0.66
C -0.994 2.964 -0.008 0.28
C -0.656 4.334 0.002 -0.25
C 0.649 4.734 0.025 -0.12
C 1.667 3.762 0.008 -0.15
C 3.048 4.029 0.026 -0.11
Br 3.675 5.830 0.045 0.01
C 3.974 3.016 0.007 -0.22
C 3.544 1.700 -0.058 -0.21
Br 4.814 0.299 -0.106 0.04
C 2.197 1.329 -0.096 0.42
O 1.809 0.125 -0.221 -0.86
C 1.247 2.408 -0.027 0.16
N -0.050 2.044 -0.016 -0.58
H -3.074 3.437 0.049 0.21
H -2.640 1.877 0.793 0.27
H -2.666 2.033 -0.945 0.23
H -1.450 5.062 0.025 0.21
H 0.908 5.783 0.062 0.23
H 5.030 3.238 0.038 0.23
O -5.751 -0.136 -2.176 -0.95
S -4.897 -1.209 -1.730 2.29
O -5.524 -2.501 -1.622 -0.95
N -4.089 -0.802 -0.372 -0.81
C -2.826 -0.580 -0.595 0.62
O -2.012 -0.227 0.291 -0.81
C -2.392 -0.814 -2.024 -0.16
C -1.129 -0.670 -2.578 -0.13
C -0.932 -1.083 -3.888 -0.23
C -1.978 -1.600 -4.637 -0.20
C -3.259 -1.685 -4.103 -0.20
C -3.440 -1.283 -2.800 -0.28
H -0.303 -0.258 -2.011 0.21
H 0.052 -1.008 -4.327 0.21
H -1.793 -1.932 -5.648 0.21
H -4.086 -2.065 -4.682 0.23
N 0.069 -1.943 -0.025 -1.28
S 0.990 -2.985 0.724 1.16
C -0.214 -4.043 1.570 -0.26
C -0.200 -4.058 2.954 -0.18
C -1.211 -4.720 3.632 -0.20
C -2.228 -5.338 2.921 -0.19
C -2.240 -5.310 1.534 -0.22
C -1.227 -4.660 0.852 -0.16
C 1.435 -4.163 -0.616 -0.13
C 1.795 -5.476 -0.363 -0.25
C 2.134 -6.305 -1.422 -0.20
C 2.124 -5.817 -2.720 -0.21
C 1.793 -4.494 -2.962 -0.19
C 1.454 -3.664 -1.908 -0.25
H -0.758 -2.381 -0.408 0.37
H 0.566 -3.517 3.489 0.24
H -1.217 -4.727 4.712 0.22
H -3.029 -5.830 3.449 0.21
H -3.047 -5.772 0.984 0.22
H -1.242 -4.610 -0.229 0.21
H 1.802 -5.850 0.651 0.23
H 2.410 -7.334 -1.239 0.21
H 2.380 -6.466 -3.545 0.21
H 1.804 -4.107 -3.971 0.21
H 1.199 -2.626 -2.059 0.25
F -0.833 -0.968 3.918 -0.56
B 0.153 -0.044 3.732 1.35
F -0.206 1.210 4.125 -0.55
F 1.321 -0.449 4.317 -0.56
F 0.401 0.022 2.271 -0.64
```